Record 1
ORCA calculation (ωB97M-V/def2-TZVPD) on a structure of composition C6H6O5Ru in a non-equilibrium geometry.

ORCA input file:
```
! RIJCOSX wB97M-V def2-TZVPD def2/J DEFGRID3
* xyz 3 6
O -2.61 1.64 -1.10
C -1.68 1.12 -0.67
Ru -0.07 0.79 0.46
O -0.85 -3.40 -1.43
C -0.62 -2.36 -1.02
C -1.17 -0.27 1.50
O -1.78 -0.61 2.42
C 1.39 -0.26 1.14
O 2.33 -0.54 1.74
C 2.90 1.69 -2.99
C 2.39 0.68 -1.90
O 1.19 1.25 -1.36
H 2.12 1.84 -3.79
H 3.84 1.29 -3.48
H 3.17 2.69 -2.51
H 2.14 -0.30 -2.37
H 3.15 0.56 -1.11
H 1.18 2.21 -1.46
*
```

The calculation puts the lowest unoccupied orbital energy (alpha / beta) at -14.33 / -19.05 eV. For the HOMO energy (alpha / beta), the calculation gives -21.3 / -24.2 eV. The calculation puts the HOMO-LUMO gap (alpha / beta) at 6.98 / 5.15 eV. The expectation value of S² is 8.767. For the energy above the lowest of the compared OMol25 structures with the same formula, charge and spin, the calculation gives 48.0 kJ/mol.

Let us look at the natural (NBO) charges, expressed in e, one per atom: O -0.179; C 0.426; Ru 1.138; O -0.331; C 0.429; C 0.398; O -0.159; C 0.406; O -0.187; C -0.620; C -0.109; O -0.551; H 0.368; H 0.341; H 0.327; H 0.350; H 0.405; H 0.547


Record 2
ORCA calculation (ωB97M-V/def2-TZVPD) on the molecule C6H6S in a non-equilibrium geometry.

ORCA input file:
```
! RIJCOSX wB97M-V def2-TZVPD def2/J DEFGRID3
* xyz 0 1
S 2.85 0.26 -0.10
C 1.16 -0.07 0.63
C 0.21 -0.80 -0.17
C -1.08 -1.25 0.10
C -1.88 -0.16 -0.29
C -1.19 0.97 -0.44
C 0.23 0.63 -0.42
H 3.69 -0.86 0.19
H 1.27 0.03 1.76
H -1.48 -2.05 0.53
H -2.99 -0.09 -0.22
H -1.57 1.97 -0.61
H 0.80 1.42 -0.96
*
```

The calculation puts the lowest unoccupied orbital energy at 0.22 eV. The SMILES is S[C@@H]1C2=CC=C[C@H]21. For the HOMO energy, the calculation gives -8.6 eV. The calculation puts the HOMO-LUMO gap at 8.84 eV. For the energy above the lowest of the compared OMol25 structures with the same formula, charge and spin, the calculation gives 444.2 kJ/mol.

Let us look at the natural (NBO) charges, expressed in e, one per atom: S -0.083; C -0.254; C -0.008; C -0.218; C -0.224; C -0.188; C -0.341; H 0.152; H 0.239; H 0.217; H 0.211; H 0.219; H 0.280


Record 3
ORCA calculation (ωB97M-V/def2-TZVPD) on the molecule C6H6S2 in a non-equilibrium geometry.

ORCA input file:
```
! RIJCOSX wB97M-V def2-TZVPD def2/J DEFGRID3
* xyz 0 1
C 0.35 -2.32 1.19
C -0.60 -1.68 0.20
C -1.19 -0.28 0.25
C -0.79 0.93 -0.42
C 0.42 1.29 -1.22
S 1.09 0.11 -2.09
C 1.20 2.42 -0.69
S 0.59 3.30 0.66
H 1.28 -1.78 1.91
H 0.56 -3.38 1.31
H -1.40 -2.29 -0.22
H -2.27 -0.26 0.49
H -1.57 1.65 -0.42
H 2.34 2.30 -0.94
*
```

The calculation puts the lowest unoccupied orbital energy at -2.25 eV. The SMILES is C=C/C=C\C(=S)C=S. For the HOMO energy, the calculation gives -8.8 eV. The calculation puts the HOMO-LUMO gap at 6.58 eV. For the energy above the lowest of the compared OMol25 structures with the same formula, charge and spin, the calculation gives 447.3 kJ/mol.

Let us look at the natural (NBO) charges, expressed in e, one per atom: C -0.370; C -0.242; C -0.180; C -0.235; C -0.255; S 0.179; C -0.282; S 0.089; H 0.205; H 0.199; H 0.215; H 0.217; H 0.219; H 0.242


Record 4
ORCA calculation (ωB97M-V/def2-TZVPD) on the molecule C6H7BBrFO2 in a non-equilibrium geometry.

ORCA input file:
```
! RIJCOSX wB97M-V def2-TZVPD def2/J DEFGRID3
* xyz 0 1
O 2.04 1.41 0.31
B 0.84 1.68 -0.26
O 0.32 2.92 -0.40
C -0.02 0.50 -0.86
C 0.61 -0.79 -1.19
C 0.47 -1.95 -0.55
C -0.28 -2.14 0.67
C -1.09 -1.24 1.22
C -1.45 0.03 0.60
F -1.53 1.08 1.44
Br -3.12 -0.07 -0.40
H 2.54 2.14 0.67
H 0.79 3.66 -0.01
H -0.71 0.83 -1.63
H 1.27 -0.74 -2.05
H 1.01 -2.82 -0.91
H -0.12 -3.08 1.18
H -1.57 -1.43 2.18
*
```

The calculation puts the lowest unoccupied orbital energy at 0.22 eV. The SMILES is OB(O)/C=C/C=C\C=C(/F)Br. For the HOMO energy, the calculation gives -8.5 eV. The calculation puts the HOMO-LUMO gap at 8.75 eV. For the energy above the lowest of the compared OMol25 structures with the same formula, charge and spin, the calculation gives 1.8 kJ/mol.

Let us look at the natural (NBO) charges, expressed in e, one per atom: O -0.878; B 1.081; O -0.876; C -0.539; C -0.123; C -0.265; C -0.157; C -0.322; C 0.350; F -0.351; Br -0.008; H 0.489; H 0.489; H 0.251; H 0.206; H 0.214; H 0.215; H 0.223


Record 5
ORCA calculation (ωB97M-V/def2-TZVPD) on the ion C6H7BrClO7 with charge -1 in a non-equilibrium geometry.

ORCA input file:
```
! RIJCOSX wB97M-V def2-TZVPD def2/J DEFGRID3
* xyz -1 1
O -3.29 -1.48 -0.54
C -2.88 -0.43 0.00
O -3.40 0.55 0.59
C -1.15 -0.49 0.30
O -0.42 -1.43 -0.42
C 0.89 -1.58 -0.01
O 1.45 -2.75 -0.57
C 1.71 -0.36 -0.46
O 1.85 -0.41 -1.79
Br 3.44 -0.31 0.54
C 0.85 1.15 0.01
O 1.24 1.42 1.28
Cl 1.41 2.41 -1.27
C -0.72 0.94 -0.09
O -1.08 1.96 0.69
H -1.08 -0.65 1.33
H 0.87 -1.79 1.06
H 1.48 -2.52 -1.47
H 2.19 0.39 -2.10
H 0.70 2.18 1.62
H -1.11 1.14 -1.19
H -1.93 1.83 1.21
*
```

The calculation puts the lowest unoccupied orbital energy at 2.74 eV. The SMILES is O=C([O-])[C@H]1O[C@@H](O)[C@](O)(Br)[C@@](O)(Cl)[C@@H]1O. For the HOMO energy, the calculation gives -4.7 eV. The calculation puts the HOMO-LUMO gap at 7.46 eV. For the energy above the lowest of the compared OMol25 structures with the same formula, charge and spin, the calculation gives 0.0 kJ/mol.

Let us look at the natural (NBO) charges, expressed in e, one per atom: O -0.713; C 0.811; O -0.789; C -0.079; O -0.511; C 0.307; O -0.687; C 0.240; O -0.714; Br -0.074; C 0.329; O -0.715; Cl -0.179; C 0.039; O -0.769; H 0.160; H 0.167; H 0.468; H 0.497; H 0.506; H 0.173; H 0.532


Record 6
ORCA calculation (ωB97M-V/def2-TZVPD) on a structure of composition C6H7BrO3Pb.

ORCA input file:
```
! RIJCOSX wB97M-V def2-TZVPD def2/J DEFGRID3
* xyz 2 1
O 0.37 -2.44 -1.58
C -0.57 -1.74 -1.71
Br -2.16 -2.25 -2.63
C -0.64 -0.32 -1.16
C 0.65 -0.01 -0.36
C 0.71 -0.75 0.99
C -0.04 0.17 1.96
O -0.05 1.51 1.27
C 0.51 1.39 0.11
O 0.83 2.46 -0.50
H -0.78 0.37 -2.00
H -1.53 -0.25 -0.52
H 1.53 -0.10 -1.00
H 0.25 -1.74 0.93
H 1.75 -0.87 1.31
H -1.07 -0.11 2.18
H 0.49 0.35 2.90
Pb -0.25 4.33 -0.18
*
```

The calculation puts the lowest unoccupied orbital energy at -11.11 eV. For the HOMO energy, the calculation gives -16.2 eV. The calculation puts the HOMO-LUMO gap at 5.04 eV. For the energy above the lowest of the compared OMol25 structures with the same formula, charge and spin, the calculation gives 0.0 kJ/mol.

Let us look at the natural (NBO) charges, expressed in e, one per atom: O -0.468; C 0.490; Br 0.090; C -0.519; C -0.338; C -0.440; C -0.070; O -0.466; C 0.900; O -0.842; H 0.258; H 0.248; H 0.299; H 0.278; H 0.261; H 0.233; H 0.243; Pb 1.843


Record 7
ORCA calculation (ωB97M-V/def2-TZVPD) on a structure of composition C6H7Cl2NNdO4Rh in a non-equilibrium geometry.

ORCA input file:
```
! RIJCOSX wB97M-V def2-TZVPD def2/J DEFGRID3
* xyz 4 8
Nd 0.31 0.73 -3.41
Rh 0.60 0.35 -1.01
Cl -1.05 -1.22 -2.05
Cl -0.92 2.94 -3.16
C 1.64 1.79 -0.81
C 1.00 -1.42 -5.15
C 1.20 1.72 -5.92
O 2.31 2.69 -0.46
O 1.14 -2.42 -5.70
O 1.47 2.27 -6.89
C -0.47 -1.96 2.77
N -0.52 -0.51 2.85
C -1.20 0.19 3.91
C -0.12 0.11 1.74
O 0.25 -0.62 0.78
H -0.87 -2.38 3.70
H 0.57 -2.28 2.62
H -1.06 -2.31 1.91
H -0.55 0.95 4.34
H -2.09 0.70 3.54
H -1.50 -0.50 4.69
H -0.14 1.20 1.71
*
```

The calculation puts the lowest unoccupied orbital energy (alpha / beta) at -15.83 / -20.29 eV. For the HOMO energy (alpha / beta), the calculation gives -25.5 / -25.3 eV. The calculation puts the HOMO-LUMO gap (alpha / beta) at 9.64 / 4.97 eV. The expectation value of S² is 15.772. For the energy above the lowest of the compared OMol25 structures with the same formula, charge and spin, the calculation gives 0.0 kJ/mol.

Let us look at the Löwdin charges, expressed in e, one per atom: Nd 1.222; Rh 0.715; Cl 0.077; Cl 0.487; C -0.271; C -0.016; C -0.014; O 0.246; O 0.196; O 0.205; C 0.100; N -0.005; C 0.112; C -0.117; O -0.074; H 0.145; H 0.166; H 0.164; H 0.164; H 0.169; H 0.141; H 0.186


Record 8
ORCA calculation (ωB97M-V/def2-TZVPD) on the ion C6H7Cl2NP with charge +1 in a non-equilibrium geometry.

ORCA input file:
```
! RIJCOSX wB97M-V def2-TZVPD def2/J DEFGRID3
* xyz 1 1
C -0.20 -1.76 -1.35
C 0.08 -0.43 -0.75
C 0.93 0.56 -1.32
C 1.30 1.63 -0.63
C 0.74 1.92 0.58
C -0.22 1.00 1.09
N -0.54 -0.15 0.42
P -1.78 -1.47 1.49
Cl -2.97 -0.06 2.39
Cl -0.26 -1.69 2.79
H -0.51 -1.64 -2.32
H 0.71 -2.31 -1.53
H -0.94 -2.31 -0.84
H 1.56 0.33 -2.17
H 1.90 2.35 -1.17
H 0.96 2.79 1.26
H -0.75 1.24 2.06
*
```

The calculation puts the lowest unoccupied orbital energy at -4.46 eV. The SMILES is Cc1cccc[n+]1P(Cl)Cl. For the HOMO energy, the calculation gives -14.0 eV. The calculation puts the HOMO-LUMO gap at 9.52 eV. For the energy above the lowest of the compared OMol25 structures with the same formula, charge and spin, the calculation gives 0.0 kJ/mol.

Let us look at the natural (NBO) charges, expressed in e, one per atom: C -0.664; C 0.299; C -0.228; C -0.121; C -0.223; C 0.053; N -0.510; P 1.035; Cl -0.203; Cl -0.203; H 0.259; H 0.264; H 0.228; H 0.251; H 0.251; H 0.265; H 0.248